(1)
{"formula": "C25H78N28O16P", "method": "ωB97M-V/def2-TZVPD", "e_above_lowest_ev": 0.000, "spin_multiplicity": 2, "gap_ev": [7.700, 7.699], "homo_ev": [-7.372, -7.371], "charge": 0, "elements": ["P", "O", "O", "O", "O", "O", "O", "O", "O", "O", "O", "O", "O", "O", "O", "O", "O", "N", "N", "N", "N", "N", "N", "N", "N", "N", "N", "N", "N", "N", "N", "N", "N", "N", "N", "N", "N", "N", "N", "N", "N", "N", "N", "N", "N", "C", "C", "C", "C", "C", "C", "C", "C", "C", "C", "C", "C", "C", "C", "C", "C", "C", "C", "C", "C", "C", "C", "C", "C", "C", "H", "H", "H", "H", "H", "H", "H", "H", "H", "H", "H", "H", "H", "H", "H", "H", "H", "H", "H", "H", "H", "H", "H", "H", "H", "H", "H", "H", "H", "H", "H", "H", "H", "H", "H", "H", "H", "H", "H", "H", "H", "H", "H", "H", "H", "H", "H", "H", "H", "H", "H", "H", "H", "H", "H", "H", "H", "H", "H", "H", "H", "H", "H", "H", "H", "H", "H", "H", "H", "H", "H", "H", "H", "H", "H", "H", "H", "H"], "coordinates": [[-0.226, 1.098, 0.446], [1.234, 1.480, -8.238], [5.830, -3.529, -2.575], [-2.079, 3.008, 3.824], [-6.188, 1.007, 3.672], [-0.647, -0.294, -0.312], [6.336, 0.483, -6.462], [1.082, -1.847, -5.780], [2.767, 2.141, -3.412], [-2.214, -4.842, 9.672], [0.107, -3.527, 6.078], [1.724, -9.049, -0.089], [0.378, -2.025, 1.481], [3.299, 1.955, 1.357], [2.275, -5.080, -1.793], [-3.253, 4.450, -3.798], [-6.385, 4.613, 6.713], [-6.766, 2.419, 7.075], [-1.496, 1.205, 1.610], [-1.789, -4.627, 6.653], [-1.067, -4.588, 4.458], [-3.569, -3.952, 11.254], [-3.447, 4.802, 4.098], [-7.020, 3.953, 8.789], [2.640, -3.875, -3.680], [0.499, -4.325, -3.006], [1.690, -2.733, 3.184], [-6.819, 1.356, 1.524], [-4.038, 2.737, 4.917], [1.741, -3.575, -7.093], [4.182, 0.078, 2.253], [-4.867, 0.221, 2.005], [-0.532, -9.247, -0.125], [-1.286, -3.602, 11.322], [4.547, -2.372, -1.112], [7.475, 1.583, -4.841], [5.195, 2.134, 2.592], [0.110, 3.340, -8.875], [2.430, -1.427, -7.554], [-1.027, 1.405, -8.321], [1.741, 2.249, -2.662], [0.486, -7.277, -0.786], [0.389, -0.834, 3.400], [5.168, 1.545, -4.833], [6.844, -2.128, -1.112], [-5.971, 0.869, 2.478], [-0.859, -4.205, 5.755], [-6.708, 3.719, 7.481], [0.219, 2.211, -4.642], [-2.261, 4.272, -1.541], [5.741, -2.729, -1.659], [4.170, 1.428, 2.021], [0.616, 3.403, -0.769], [-2.348, -4.173, 10.684], [-0.713, 1.734, -2.300], [1.634, 3.516, -1.924], [6.319, 1.157, -5.445], [1.839, -4.474, -2.766], [0.638, -8.550, -0.320], [-3.119, 3.487, 4.259], [1.711, -2.248, -6.753], [1.317, 4.696, -2.854], [3.027, 3.788, -1.295], [0.176, 2.038, -8.466], [-1.875, 3.144, -0.561], [0.795, -1.869, 2.626], [-0.554, 2.401, -0.923], [0.873, 0.147, -3.434], [-3.429, 3.912, -2.479], [0.524, 1.641, -3.231], [-1.441, -8.866, -0.306], [7.491, 2.136, -4.006], [-2.438, 4.068, -4.139], [-0.089, 1.394, -5.291], [2.030, -2.646, 4.124], [-0.413, -6.876, -0.967], [-4.212, -0.133, 2.679], [-0.012, -0.430, -3.683], [1.591, 0.073, -4.246], [3.404, 2.843, -0.911], [-0.395, -4.285, 3.777], [-0.749, 3.819, -9.064], [3.721, -2.804, -1.489], [1.216, -4.216, -6.528], [-1.409, 2.063, 2.154], [6.798, -1.463, -0.365], [1.098, 2.688, -5.075], [3.640, -3.934, -3.551], [5.206, 3.125, 2.441], [-1.499, 2.244, -2.861], [3.419, -0.454, 1.873], [2.093, 4.784, -3.616], [-6.561, 2.244, 6.107], [2.961, -1.745, -8.342], [-1.417, 4.604, -2.144], [5.917, 1.716, 3.147], [4.448, -1.717, -0.360], [7.736, -2.369, -1.501], [-0.397, -1.019, 0.295], [8.341, 1.313, -5.267], [0.252, 4.414, -0.576], [-0.454, -10.186, 0.215], [-4.674, 0.092, 1.030], [1.314, -6.717, -0.950], [-3.832, 1.766, 5.050], [-1.007, 0.451, -8.012], [-1.735, 3.585, 0.426], [-2.790, 5.385, 3.615], [4.877, -0.387, 2.805], [-4.365, -4.365, 10.807], [1.989, -3.511, 2.624], [-1.369, -3.050, 12.154], [4.301, 1.239, -5.234], [-4.293, 5.204, 4.458], [-0.139, -4.715, -2.341], [3.712, 4.209, -2.026], [-6.978, 4.903, 9.108], [-1.910, 1.844, -8.496], [0.978, 3.830, -8.984], [0.342, 4.624, -3.338], [-7.009, 1.645, 7.662], [-2.427, 1.172, 1.201], [-3.702, -3.411, 12.087], [-2.570, 5.141, -0.956], [-2.584, -5.183, 6.404], [2.885, 4.458, -0.448], [-0.378, -3.749, 10.921], [-7.638, 1.839, 1.842], [-3.542, 2.826, -2.552], [0.142, -3.785, -3.773], [0.696, -0.703, 4.346], [-7.284, 3.233, 9.433], [1.360, -0.261, -2.545], [-1.847, -5.142, 4.162], [-4.907, 3.111, 5.253], [1.185, 3.118, 0.120], [-2.692, 2.417, -0.520], [1.338, 5.610, -2.260], [-1.084, 0.720, -2.154], [-1.663, -4.372, 7.619], [5.130, 2.096, -3.996], [2.279, -3.371, -4.470], [-0.266, -0.181, 2.996], [-4.361, 4.350, -2.128], [2.414, -0.440, -7.351], [-0.587, 2.952, -4.639], [-6.662, 1.257, 0.540], [2.263, -3.932, -7.870]], "mulliken_spin": [0.00, 0.00, 0.00, 0.00, 0.00, 0.00, 0.00, 0.00, 0.51, 0.00, 0.00, 0.00, 0.00, 0.00, 0.00, 0.00, 0.00, 0.00, 0.00, 0.00, 0.00, 0.00, 0.00, 0.00, 0.00, 0.00, 0.00, 0.00, 0.00, 0.00, 0.00, 0.00, 0.00, 0.00, 0.00, 0.00, 0.00, 0.00, 0.00, 0.00, 0.37, 0.00, 0.00, 0.00, 0.00, 0.00, 0.00, 0.00, 0.03, 0.00, 0.00, 0.00, 0.01, 0.00, -0.01, 0.03, 0.00, 0.00, 0.00, 0.00, 0.00, 0.04, 0.00, 0.00, 0.00, 0.00, 0.03, 0.00, 0.00, 0.02, 0.00, 0.00, 0.00, 0.00, 0.00, 0.00, 0.00, 0.00, 0.01, 0.00, 0.00, 0.00, 0.00, 0.00, 0.00, 0.00, -0.01, 0.00, 0.00, 0.00, 0.00, 0.00, 0.00, 0.00, 0.00, 0.00, 0.00, 0.00, 0.00, 0.00, 0.00, 0.00, 0.00, 0.00, 0.00, 0.00, 0.00, 0.00, 0.00, 0.00, 0.00, 0.00, 0.00, 0.00, 0.00, 0.00, 0.00, 0.00, 0.00, -0.01, 0.00, 0.00, 0.00, 0.00, 0.00, 0.00, 0.00, 0.00, 0.00, 0.00, 0.00, 0.00, -0.02, 0.00, 0.00, -0.02, 0.00, 0.00, 0.00, 0.00, 0.00, 0.00, 0.00, 0.00, 0.00, -0.01, 0.00, 0.00]}


(2)
{"formula": "C25H80FO20PS", "method": "ωB97M-V/def2-TZVPD", "gap_ev": 8.620, "homo_ev": -8.221, "charge": 0, "elements": ["S", "P", "F", "O", "O", "O", "O", "O", "O", "O", "O", "O", "O", "O", "O", "O", "O", "O", "O", "O", "O", "O", "O", "C", "C", "C", "C", "C", "C", "C", "C", "C", "C", "C", "C", "C", "C", "C", "C", "C", "C", "C", "C", "C", "C", "C", "C", "C", "H", "H", "H", "H", "H", "H", "H", "H", "H", "H", "H", "H", "H", "H", "H", "H", "H", "H", "H", "H", "H", "H", "H", "H", "H", "H", "H", "H", "H", "H", "H", "H", "H", "H", "H", "H", "H", "H", "H", "H", "H", "H", "H", "H", "H", "H", "H", "H", "H", "H", "H", "H", "H", "H", "H", "H", "H", "H", "H", "H", "H", "H", "H", "H", "H", "H", "H", "H", "H", "H", "H", "H", "H", "H", "H", "H", "H", "H", "H", "H"], "coordinates": [[3.618, 2.174, 0.789], [-1.491, 1.234, 0.474], [0.258, 1.517, -3.160], [-10.841, 1.587, 1.023], [4.983, 1.762, 0.556], [4.906, -5.846, -5.470], [6.131, -4.366, -1.394], [-6.493, 0.660, 1.196], [-8.105, -2.073, -0.733], [2.385, 0.783, 4.487], [3.032, 3.086, -0.160], [-1.782, -3.971, 0.295], [-5.003, 0.738, -2.423], [0.655, -2.060, -0.228], [6.825, 3.891, -0.169], [2.740, 4.658, -3.255], [5.264, -0.476, -2.127], [-0.392, -0.552, -1.451], [-2.121, 5.861, -3.100], [3.567, 2.828, 2.237], [-2.771, -0.980, 4.248], [4.041, -7.454, -0.855], [3.163, 1.445, 7.694], [-2.277, -2.294, 4.481], [3.708, 0.274, 4.619], [6.616, -0.926, -2.079], [-5.117, 0.565, -3.829], [4.964, -4.336, -0.578], [4.835, -5.001, -4.323], [-0.141, 1.904, -1.863], [-2.569, -3.848, -0.875], [4.917, -8.148, 0.024], [-9.052, -1.747, -1.744], [2.953, -0.352, 0.079], [8.050, 3.871, -0.882], [2.069, -0.425, -1.170], [-11.482, 2.319, 2.059], [-0.945, 3.193, -1.917], [3.786, 3.762, -3.589], [4.006, 0.777, 8.622], [0.717, -1.026, -0.854], [-3.899, 2.503, 1.234], [-7.803, 0.336, 1.661], [-1.575, -0.361, 1.353], [-0.963, 0.768, -1.287], [-3.284, 1.542, 0.207], [2.598, 0.760, 1.075], [-2.601, 7.088, -2.569], [5.813, -4.599, -4.056], [6.463, 2.998, -0.147], [-3.073, -3.042, 4.434], [2.791, 0.453, 2.107], [-2.312, 5.842, -4.041], [5.093, -4.933, 0.328], [3.998, -0.277, -0.216], [2.027, 0.507, -1.728], [4.376, -8.626, 0.844], [-8.349, -0.233, 0.909], [-9.267, -0.686, -1.641], [-3.778, 0.566, 0.292], [7.915, 3.548, -1.919], [-6.042, -0.173, 1.029], [4.122, 4.020, -4.591], [-2.073, -4.279, -1.750], [-3.413, -0.769, 4.930], [4.092, -4.708, -1.118], [7.162, -0.659, -2.988], [2.582, 0.794, 7.288], [3.635, -0.808, 4.708], [-5.597, 0.119, -1.988], [-1.771, -2.369, 5.448], [4.654, 1.532, 9.061], [5.596, -7.409, 0.445], [-10.776, 2.944, 2.613], [4.319, 0.516, 3.744], [-1.559, -2.506, 3.692], [-12.289, 2.949, 1.675], [-2.010, 3.015, -2.087], [-3.185, 3.249, 1.599], [0.768, 2.078, -1.278], [-8.327, 1.269, 1.846], [2.530, -1.154, -1.850], [-2.368, 7.083, -1.507], [4.193, 0.675, 5.512], [-3.469, 1.868, -0.818], [-4.439, 1.279, -4.290], [3.449, 2.720, -3.590], [-0.968, -3.471, 0.147], [2.851, -1.310, 0.600], [-3.496, -4.393, -0.699], [-0.818, 3.750, -0.985], [-4.337, 1.961, 2.073], [4.140, -4.172, -4.478], [5.268, 0.483, -2.200], [-2.257, -0.239, 2.197], [-6.131, 0.769, -4.183], [5.229, -5.322, -6.207], [-9.985, -2.303, -1.619], [4.085, 3.651, 2.180], [-7.766, -0.237, 2.591], [8.434, 4.889, -0.890], [-0.579, 3.803, -2.745], [-1.862, 0.710, -1.912], [7.143, -0.517, -1.212], [-0.593, -0.586, 1.784], [5.508, -8.903, -0.502], [-3.684, 7.188, -2.687], [2.449, 1.740, 4.407], [2.449, 4.443, -2.364], [-4.825, -0.441, -4.141], [-7.901, -3.010, -0.796], [4.631, 0.022, 8.136], [-1.861, -1.216, 0.738], [4.468, -5.612, -3.501], [8.793, 3.226, -0.403], [4.625, 3.865, -2.894], [-8.657, -1.932, -2.746], [6.588, -2.010, -1.993], [-2.813, -2.802, -1.093], [-11.908, 1.589, 2.743], [3.435, 0.301, 9.423], [-2.110, 7.950, -3.029], [4.793, -3.299, -0.292], [-4.720, 3.055, 0.765], [3.431, -8.090, -1.237], [1.559, 1.101, 1.034], [6.284, -5.280, -1.649], [-10.456, 2.215, 0.407]], "lowdin_charge": [0.61, 1.00, -0.02, -0.13, -0.29, -0.12, -0.14, -0.13, -0.13, -0.13, -0.27, -0.13, -0.13, 0.11, -0.14, -0.12, -0.13, 0.00, -0.13, -0.15, -0.14, -0.13, -0.13, -0.15, -0.15, -0.13, -0.15, -0.14, -0.16, -0.40, -0.17, -0.16, -0.15, -0.19, -0.17, -0.07, -0.16, -0.05, -0.16, -0.16, -0.47, -0.16, -0.14, -0.28, -0.37, -0.42, -0.19, -0.16, 0.07, 0.02, 0.08, 0.08, 0.08, 0.07, 0.08, 0.10, 0.08, 0.05, 0.08, 0.06, 0.07, 0.07, 0.08, 0.08, 0.08, 0.07, 0.08, 0.07, 0.09, 0.07, 0.08, 0.08, 0.07, 0.08, 0.07, 0.07, 0.07, 0.08, 0.05, 0.11, 0.06, 0.14, 0.08, 0.07, 0.05, 0.08, 0.07, 0.04, 0.12, 0.07, 0.08, 0.06, 0.08, 0.07, 0.02, 0.07, 0.07, 0.08, 0.11, 0.08, 0.08, 0.08, 0.13, 0.08, 0.04, 0.08, 0.07, 0.07, 0.05, 0.08, 0.08, 0.07, 0.04, 0.07, 0.07, 0.07, 0.07, 0.06, 0.07, 0.08, 0.08, 0.08, 0.07, 0.07, 0.08, 0.10, 0.07, 0.08]}


Strongest force on any atom list, top to bottom, in eV/A: 1.29 0.79